## A
Here is C38H41CoN2O3P2S4 as an isolated structure from the Open Molecules 2025 dataset. Energies are from wB97M-V/def2-TZVPD.

Values from the calculation:
spin multiplicity: 2
LUMO energy (alpha / beta): -2.794 / -2.041 eV
charge: +1
HOMO-LUMO gap (alpha / beta): 7.6 / 8.4 eV

Geometry (Å):
Co: -1.081 -0.459 -1.051
S: -2.679 0.007 -2.691
S: 1.374 5.809 2.670
S: -1.005 -3.080 -1.146
S: -5.645 -0.082 -2.581
P: 0.241 1.248 -1.457
P: 0.001 0.049 0.837
O: -1.887 -3.797 -2.039
O: -1.772 -2.177 -0.205
O: -0.013 -2.201 -1.788
N: -4.224 -2.131 -2.067
N: 0.940 1.237 0.081
C: -6.546 -1.539 -1.978
C: -0.963 1.600 4.471
C: -2.130 1.365 1.960
C: -4.116 -0.871 -2.386
C: 1.297 -3.173 2.909
C: 2.668 -3.179 2.683
C: -0.888 0.787 2.208
C: 1.504 0.934 -2.695
C: 1.210 1.166 -4.037
C: 1.871 2.206 0.671
C: 2.455 -1.213 1.321
C: 1.086 -1.191 1.560
C: 1.235 -6.248 1.189
C: 1.913 -5.379 0.344
C: 0.129 5.207 -2.333
C: -2.097 4.568 -1.678
C: -1.196 5.541 -2.075
C: -5.561 -2.710 -2.054
C: -2.781 2.067 2.962
C: 3.366 0.300 -4.650
C: 2.141 0.847 -5.010
C: -0.832 -5.136 0.614
C: 1.977 -7.294 1.966
C: -1.682 3.252 -1.527
C: -0.148 -6.111 1.315
C: 0.508 -2.182 2.352
C: -0.310 0.895 3.474
C: -0.357 2.913 -1.769
C: -2.194 2.189 4.212
C: 2.726 0.377 -2.338
C: 1.245 -4.384 -0.356
C: 3.246 -2.202 1.888
C: -0.126 -4.273 -0.216
C: 0.546 3.896 -2.187
C: 1.715 7.062 1.425
C: 1.178 3.418 1.281
C: 3.661 0.067 -3.315
C: 2.181 4.374 1.913
H: -6.872 -1.356 -0.956
H: 0.648 0.433 3.678
H: 2.952 0.185 -1.297
H: -0.694 -6.785 1.961
H: 2.315 -6.899 2.926
H: -1.525 6.564 -2.196
H: 2.916 -0.450 0.706
H: -3.130 4.827 -1.490
H: 0.259 1.596 -4.329
H: 4.312 -2.207 1.708
H: 3.283 -3.951 3.124
H: -1.906 -5.051 0.712
H: 2.889 4.739 1.166
H: 2.857 -7.635 1.423
H: -0.561 -2.188 2.534
H: -7.418 -1.708 -2.603
H: 2.468 1.684 1.425
H: 1.911 1.024 -6.051
H: -2.700 2.740 4.993
H: 1.347 -8.158 2.173
H: 0.841 -3.942 3.517
H: -5.664 -3.369 -1.195
H: 4.614 -0.359 -3.034
H: -3.745 2.517 2.766
H: -2.585 1.277 0.979
H: 1.266 7.990 1.775
H: 4.092 0.056 -5.413
H: 2.785 7.223 1.307
H: 0.604 3.953 0.522
H: 2.985 -5.474 0.228
H: 1.576 3.637 -2.401
H: 2.571 2.516 -0.113
H: 0.461 3.099 2.040
H: 2.774 3.870 2.678
H: 1.268 6.813 0.462
H: 1.779 -3.707 -1.007
H: -2.392 2.493 -1.224
H: 0.831 5.965 -2.652
H: -5.698 -3.299 -2.964
H: -3.386 -2.724 -2.004
H: -0.512 1.693 5.449

---

## B
Here is C38H41CoN2O3P2S4 as an isolated structure from the Open Molecules 2025 dataset. Energies are from wB97M-V/def2-TZVPD.

Values from the calculation:
spin multiplicity: 2
LUMO energy (alpha / beta): -3.960 / -2.774 eV
charge: +1
HOMO-LUMO gap (alpha / beta): 6.6 / 7.8 eV

Geometry (Å):
Co: -1.539 0.926 0.275
S: -2.093 3.253 -0.858
S: -6.470 0.889 0.207
S: -3.687 -0.124 0.534
S: 2.659 -4.769 2.185
P: -0.534 -0.482 1.894
P: 0.147 -0.215 -0.822
O: -1.905 2.885 0.571
O: -2.054 1.957 -1.615
O: -3.288 3.995 -1.135
N: -4.618 1.336 -1.493
N: 0.441 -1.108 0.618
C: -3.743 -3.536 3.058
C: -5.653 2.216 -1.990
C: -1.024 -3.154 -4.156
C: 0.673 -2.271 -2.703
C: 1.496 0.662 3.375
C: 2.105 0.551 -2.687
C: -3.412 -2.488 3.905
C: 1.753 4.067 -1.484
C: -1.966 -2.313 -3.582
C: 0.291 -3.131 -3.717
C: 2.673 0.872 -0.371
C: -0.269 -1.425 -2.120
C: 0.513 5.410 -3.033
C: 1.787 0.401 -1.340
C: -0.632 4.083 -1.417
C: -2.055 -2.825 1.504
C: 2.593 -0.292 5.280
C: 2.650 -2.261 0.938
C: 2.463 0.739 4.361
C: 1.141 -2.380 0.720
C: 4.208 1.544 -2.091
C: -0.676 4.981 -2.463
C: 0.802 -1.486 4.206
C: 3.291 -3.641 0.897
C: -4.830 0.757 -0.329
C: -3.057 -3.709 1.867
C: -6.955 1.840 -1.284
C: -1.588 -1.453 -2.565
C: -2.394 -1.619 3.563
C: 3.882 1.427 -0.748
C: 3.317 1.106 -3.059
C: 0.573 3.629 -0.917
C: 0.667 -0.453 3.281
C: 1.760 -1.398 5.204
C: 1.737 4.941 -2.568
C: 3.026 5.357 -3.207
C: -1.696 -1.794 2.367
C: 3.514 -4.128 3.649
H: -2.138 -0.793 4.214
H: 1.026 -3.776 -4.173
H: 0.964 -2.963 -0.190
H: -7.592 1.194 -1.889
H: -1.635 5.327 -2.817
H: -2.985 -2.320 -3.937
H: -7.526 2.709 -0.968
H: 1.362 1.476 2.674
H: 4.572 1.778 0.007
H: -3.641 1.510 -1.788
H: 0.567 2.931 -0.088
H: -2.299 -0.769 -2.120
H: -3.314 -4.532 1.215
H: 2.410 0.788 0.675
H: -5.350 3.249 -1.781
H: 3.237 -4.775 4.475
H: -4.547 -4.204 3.322
H: -3.961 -2.337 4.820
H: -1.310 -3.823 -4.952
H: 2.847 -1.782 1.898
H: -1.563 -2.932 0.547
H: 3.568 1.199 -4.104
H: 1.703 -2.242 -2.379
H: 3.602 5.973 -2.519
H: 2.698 3.714 -1.097
H: 5.152 1.980 -2.384
H: 3.094 -1.645 0.154
H: 3.056 -4.137 -0.044
H: 3.192 -3.112 3.850
H: 3.341 -0.231 6.056
H: 0.164 -2.356 4.156
H: -5.733 2.084 -3.071
H: 0.714 -2.936 1.560
H: 1.410 0.220 -3.446
H: 2.849 5.925 -4.116
H: 3.107 1.602 4.423
H: 3.623 4.482 -3.454
H: 1.858 -2.193 5.929
H: 0.491 6.104 -3.860
H: 4.587 -4.172 3.490
H: 4.373 -3.584 1.011

---

Short version: A is the most stable of them.

---

## A
Here is a 2-piece molecular cluster, C2H7N2O2 overall from the Open Molecules 2025 dataset. Energies are from wB97M-V/def2-TZVPD.

Values from the calculation:
LUMO energy: 4.453 eV
charge: -1
HOMO-LUMO gap: 8.6 eV

Geometry (Å):
O: 1.555 0.049 -0.537
O: -0.080 1.353 0.393
N: 2.039 2.014 0.499
N: -1.910 -0.722 -0.321
C: 1.090 1.087 0.061
C: -0.952 -1.808 -0.243
H: -1.414 -2.741 -0.601
H: 1.659 2.950 0.622
H: -2.734 -0.798 0.257
H: -0.679 -2.080 0.830
H: -0.025 -1.508 -0.729
H: 2.935 2.000 0.012
H: -1.484 0.205 -0.242

---

## B
Here is a 2-piece molecular cluster, C2H7N2O2 overall from the Open Molecules 2025 dataset. Energies are from wB97M-V/def2-TZVPD.

Values from the calculation:
LUMO energy: 4.083 eV
charge: -1
HOMO-LUMO gap: 8.2 eV

Geometry (Å):
O: 0.876 -3.039 -0.364
O: 1.233 -0.722 -0.439
N: 0.103 2.050 0.058
N: -2.063 0.965 0.755
C: -1.152 2.132 0.789
C: 1.351 -1.922 -0.819
H: 1.749 -1.922 -1.858
H: -2.264 0.739 -0.200
H: 0.516 1.104 -0.087
H: -0.782 2.018 1.846
H: -1.953 0.164 1.337
H: -1.711 3.095 0.673
H: 0.102 2.526 -0.800

---

Short version: A is the most stable of them.

---

## A
Here is an isolated ion of composition C3H8NS and charge -1 from the Open Molecules 2025 dataset. Energies are from wB97M-V/def2-TZVPD.

Values from the calculation:
LUMO energy: 3.785 eV
charge: -1
SMILES: CNCC[S-]
HOMO-LUMO gap: 5.9 eV

Geometry (Å):
S: 3.043 0.510 -1.170
N: -0.813 -0.363 -0.041
C: 1.419 -0.333 -1.147
C: -1.710 0.345 0.871
C: 0.571 0.144 0.002
H: -2.739 0.021 0.668
H: -0.823 -1.331 0.260
H: 0.541 1.234 0.043
H: -1.484 0.155 1.938
H: 0.882 -0.218 -2.098
H: 1.596 -1.403 -0.987
H: -1.585 1.417 0.751
H: 1.101 -0.178 0.911

---

## B
Here is a 2-piece molecular cluster, C3H8NS overall from the Open Molecules 2025 dataset. Energies are from wB97M-V/def2-TZVPD.

Values from the calculation:
LUMO energy: 4.253 eV
charge: -1
HOMO-LUMO gap: 6.6 eV

Geometry (Å):
S: 1.838 0.433 0.220
N: -1.790 -0.878 -1.345
C: 2.000 0.376 2.056
C: -1.468 0.437 -1.912
C: -1.079 -1.162 -0.338
H: -2.408 0.894 -2.240
H: -0.857 0.321 -2.805
H: -0.311 -0.495 0.120
H: 2.472 1.231 2.572
H: -0.939 1.081 -1.208
H: 2.546 -0.548 2.206
H: 0.999 0.412 2.468
H: -1.002 -2.101 0.205

---

## C
Here is a 2-piece molecular cluster, C3H8NS overall from the Open Molecules 2025 dataset. Energies are from wB97M-V/def2-TZVPD.

Values from the calculation:
LUMO energy: 4.030 eV
charge: -1
HOMO-LUMO gap: 6.2 eV

Geometry (Å):
S: 0.232 2.016 -1.388
N: 0.255 -1.266 1.687
C: 1.245 -1.934 0.761
C: 0.256 -0.004 1.556
C: -1.526 1.516 -1.757
H: -0.094 0.842 2.160
H: -1.421 0.527 -2.175
H: 0.800 -1.852 -0.232
H: -1.861 2.333 -2.424
H: 2.209 -1.420 0.845
H: 1.292 -2.935 1.196
H: -2.193 1.761 -0.928
H: 0.805 0.416 0.698

---

## D
Here is an isolated ion of composition C3H8NS and charge -1 from the Open Molecules 2025 dataset. Energies are from wB97M-V/def2-TZVPD.

Values from the calculation:
LUMO energy: 3.884 eV
charge: -1
SMILES: CNCC[S-]
HOMO-LUMO gap: 6.1 eV

Geometry (Å):
S: -2.131 -2.305 -0.348
N: 0.086 1.188 0.186
C: -0.719 -1.248 0.103
C: -0.931 0.221 -0.277
C: 1.465 0.798 -0.057
H: 1.711 -0.213 0.283
H: -1.896 0.510 0.143
H: -0.567 -1.269 1.187
H: -0.996 0.322 -1.371
H: 2.123 1.497 0.459
H: 0.181 -1.641 -0.374
H: 1.694 0.843 -1.124
H: -0.020 1.298 1.190

---

Short version: D is the most stable of them.